Molecular formula: C8H15N2
Method: DFT, ωB97M-V/def2-TZVPD

The geometry in XYZ format:
```
25
Properties=species:S:1:pos:R:3:forces:R:3
C 0.9283 -1.9459 -1.9661 0.7 -1.7 0.0
C -0.1034 -1.5708 -2.8657 -0.3 1.4 0.7
C 1.3350 -1.2916 -0.8873 1.3 -0.2 2.3
C -0.8816 -0.4292 -2.6955 -0.6 -0.6 -1.6
C 0.8186 -0.0129 -0.4796 -2.4 2.4 -3.3
C -0.6363 0.3995 -1.5913 4.1 -0.5 3.7
C -0.9586 2.0887 0.1167 0.6 2.3 0.5
C 0.7303 -0.0074 3.4030 -1.0 -1.7 -0.7
N -1.2303 1.4610 -1.1233 -0.2 -1.0 -1.8
N -0.2137 -0.2914 2.3334 -1.8 2.2 0.4
H 1.3091 -2.9399 -2.1936 0.3 0.3 0.3
H -0.1477 -2.3539 -3.6176 -1.0 0.8 -0.5
H 2.0802 -1.6385 -0.0844 -0.9 -0.2 -1.8
H -1.7093 -0.1656 -3.4051 0.8 -0.4 0.7
H 0.4319 0.0588 0.5429 0.1 -0.4 0.1
H 1.6178 0.8057 -0.6286 -1.3 -0.9 0.0
H -1.4122 3.1106 0.0972 1.1 -0.5 -0.3
H -1.5522 1.6720 0.8806 -0.3 -1.1 1.1
H 0.1323 2.0582 0.3467 -1.2 0.5 0.0
H 0.3482 0.0396 4.4144 -0.1 -0.6 0.2
H 1.4326 -0.7726 3.1803 1.4 -0.3 1.0
H 1.0739 0.9222 3.1497 1.6 2.4 -0.2
H -1.9131 1.9178 -1.6863 -0.8 0.1 -0.5
H -1.1092 0.1223 2.5963 0.0 -0.3 -0.4
H -0.3706 -1.2367 2.1632 -0.3 -2.0 0.1
```
Positions in Å, forces in eV/Å.

Values from the calculation:
Charge: +1
Lowest unoccupied orbital energy: -4.82 eV
ΔE to the lowest compared entry with this formula, charge and spin: 68.4 kcal/mol
E_HOMO: -12.7 eV
Orbital gap: 7.861 eV
Energy: -11510.016 eV

Löwdin charges, unit e, in atom order: atom 1 (C): -0.099, atom 2 (C): 0.005, atom 3 (C): -0.093, atom 4 (C): -0.018, atom 5 (C): -0.038, atom 6 (C): -0.058, atom 7 (C): -0.054, atom 8 (C): -0.125, atom 9 (N): 0.021, atom 10 (N): -0.081, atom 11 (H): 0.119, atom 12 (H): 0.129, atom 13 (H): 0.160, atom 14 (H): 0.136, atom 15 (H): 0.039, atom 16 (H): 0.162, atom 17 (H): 0.124, atom 18 (H): 0.071, atom 19 (H): 0.103, atom 20 (H): 0.085, atom 21 (H): 0.076, atom 22 (H): 0.041, atom 23 (H): 0.158, atom 24 (H): 0.083, atom 25 (H): 0.054


Molecular formula: C32H46HfN3O5S4
Method: DFT, ωB97M-V/def2-TZVPD

The geometry in XYZ format:
```
91
Properties=species:S:1:pos:R:3:forces:R:3
Hf 0.1702 -2.1145 1.4382 -1.0 -0.1 0.4
C -1.4920 4.7141 -0.9829 -0.6 0.7 0.7
C -1.2203 4.7197 0.5491 0.3 0.3 -0.8
C -0.1321 5.8002 0.8312 -0.1 -0.7 -0.4
C -2.4864 5.1617 1.2808 -0.8 0.0 -0.8
C -0.7658 3.3450 1.0569 0.1 0.2 -0.4
C -0.6167 2.2303 0.2645 -0.2 -0.2 -0.2
C -0.2121 0.9818 0.7903 0.1 -0.8 -0.2
N -0.0500 -0.2281 0.1302 -0.8 1.1 0.3
C 0.0146 -0.4194 -1.1918 0.2 0.1 -0.8
C 0.2259 0.5310 -2.2494 -0.3 -0.7 -0.6
C 0.2916 0.1629 -3.5964 0.2 1.1 1.7
C 0.2492 -1.2110 -3.8870 0.0 -0.2 0.4
C 0.1130 -2.1842 -2.9178 -0.2 -0.4 0.2
C -0.0372 -1.8133 -1.5412 0.2 -0.3 -0.3
O -0.1789 -2.6900 -0.5884 0.1 0.5 -0.2
C 0.0710 -3.6704 -3.2924 0.0 0.1 -0.2
C 0.1967 -3.8209 -4.7988 0.4 -0.3 -0.6
C 1.2266 -4.4529 -2.6422 -0.3 0.2 1.2
C -1.2871 -4.2421 -2.8821 -0.3 0.0 0.0
C 0.5477 1.2638 -4.6551 0.1 -0.2 -0.1
C 0.5133 0.6388 -6.0545 0.0 0.4 0.3
C -0.5499 2.3584 -4.5850 -0.1 -0.1 0.0
C 1.9658 1.8696 -4.4298 -0.3 0.1 -0.1
C -0.0304 0.8283 2.1816 0.4 0.0 0.9
O 0.2496 -0.3886 2.6762 -0.6 0.7 -0.7
C -0.1433 1.9939 3.0032 -0.1 -0.3 -0.1
C -0.4954 3.2094 2.4145 0.5 -1.2 0.6
C 0.0577 1.8489 4.5161 0.1 0.6 -0.4
C -1.0828 0.9857 5.0571 0.0 -0.3 -0.3
C 1.4705 1.3140 4.8072 0.3 -0.5 -0.5
C -0.0405 3.1948 5.2135 -0.5 0.7 0.2
H -1.8486 5.7225 -1.2967 0.4 -0.5 0.2
H -2.3099 4.0354 -1.2345 0.2 -0.2 -0.1
H -0.5914 4.4752 -1.5382 0.1 -0.1 -0.2
H -0.4524 6.7851 0.4590 0.1 -0.3 0.1
H 0.8259 5.5129 0.3738 -0.3 0.2 0.0
H 0.0354 5.8609 1.8974 0.1 0.2 0.3
H -2.8831 6.0805 0.8162 0.2 -0.2 0.2
H -2.2959 5.3754 2.3164 0.1 0.0 0.6
H -3.2865 4.4071 1.2133 0.3 0.1 0.1
H -0.9250 2.2672 -0.7618 0.1 0.0 -0.3
H 0.3995 1.5503 -1.9889 0.0 0.5 0.1
H 0.4066 -1.5063 -4.9056 -0.1 -0.2 -0.1
H 1.1674 -3.4264 -5.1581 -0.5 -0.1 0.0
H -0.6315 -3.3538 -5.3569 0.3 -0.1 0.2
H 0.1894 -4.8870 -5.0426 0.0 0.0 0.0
H 2.1908 -4.0189 -2.9209 0.0 0.0 0.1
H 1.2128 -5.5111 -2.9465 -0.1 0.3 0.1
H 1.1077 -4.3956 -1.5248 0.3 -0.2 -1.1
H -2.0644 -3.7384 -3.4654 -0.1 0.0 0.1
H -1.5026 -4.0871 -1.8244 0.0 -0.1 -0.1
H -1.3571 -5.3123 -3.1003 0.1 0.0 0.0
H -0.4448 0.1686 -6.2207 -0.3 -0.2 -0.2
H 1.2936 -0.0979 -6.1660 0.3 -0.3 -0.1
H 0.6686 1.3877 -6.8266 0.0 0.2 0.0
H -1.5512 1.9679 -4.8526 0.5 -0.1 0.1
H -0.3378 3.1746 -5.2978 0.1 -0.2 0.3
H -0.6323 2.7635 -3.5679 0.1 0.1 -0.3
H 2.7071 1.0733 -4.3337 -0.1 0.0 0.0
H 2.0135 2.4673 -3.5146 -0.1 -0.1 -0.1
H 2.2810 2.5131 -5.2723 -0.3 -0.2 0.3
H -0.5638 4.0764 3.0377 -0.1 0.3 0.3
H -1.0861 0.0393 4.5259 -0.3 -0.1 0.0
H -2.0523 1.4906 4.9260 0.3 -0.2 -0.1
H -0.9628 0.7775 6.1107 0.1 0.0 0.5
H 1.6741 0.3612 4.2872 -0.2 0.4 0.3
H 1.5960 1.1614 5.8739 0.0 -0.1 0.3
H 2.2552 2.0228 4.4822 -0.5 -0.1 0.1
H -1.0613 3.6310 5.1316 0.5 -0.3 0.1
H 0.6509 3.9211 4.7717 0.1 -0.1 0.2
H 0.1909 3.0751 6.2830 0.0 0.1 -0.3
N -0.4680 -3.0773 3.7072 -0.3 0.6 -0.4
C 0.1127 -4.3847 4.0396 -0.7 -0.1 -0.3
C 1.3280 -4.5929 3.1839 0.5 0.1 -0.2
O 2.1452 -5.4722 3.4365 -0.2 -0.1 0.1
N 1.4459 -3.6867 2.1928 0.8 0.0 -0.5
C 2.7222 -3.7662 1.4901 -0.1 -0.4 0.7
C 2.9959 -2.5143 0.7355 1.2 1.1 -0.9
O 4.0909 -2.3130 0.2269 -0.5 -0.3 0.2
O 2.0360 -1.6171 0.6928 0.1 -0.6 0.3
H 0.0022 -2.3512 4.2341 0.0 0.1 0.2
H -1.4547 -3.0036 3.9287 -0.1 -0.1 0.0
H -0.6034 -5.2035 3.8455 0.2 0.5 0.0
H 0.4126 -4.4287 5.0797 0.1 -0.2 0.2
H 2.7979 -4.6431 0.8560 -0.1 -0.1 -0.4
H 3.5578 -3.8815 2.1797 0.0 -0.1 0.2
S -2.5864 -1.3996 1.2888 0.0 0.2 -0.3
S -3.7480 -2.4048 2.5344 0.2 0.5 0.2
S -3.4300 -4.4346 2.1560 0.1 -0.5 0.0
S -1.9252 -4.5517 0.8877 0.4 0.2 0.1
```
Positions in Å, forces in eV/Å.

Values from the calculation:
Charge: -1
Lowest unoccupied orbital energy (spin up / spin down): -0.38 / -0.38 eV
ΔE to the lowest compared entry with this formula, charge and spin: 0.0 kcal/mol
E_HOMO (spin up / spin down): -3.6 / -3.6 eV
Orbital gap (spin up / spin down): 3.199 / 3.202 eV
Energy: -93295.851 eV

Löwdin charges, unit e, in atom order: atom 1 (Hf): 1.521, atom 2 (C): -0.066, atom 3 (C): -0.536, atom 4 (C): -0.047, atom 5 (C): -0.059, atom 6 (C): -0.172, atom 7 (C): 0.043, atom 8 (C): -0.179, atom 9 (N): 0.005, atom 10 (C): -0.167, atom 11 (C): 0.056, atom 12 (C): -0.146, atom 13 (C): 0.025, atom 14 (C): -0.066, atom 15 (C): -0.240, atom 16 (O): -0.277, atom 17 (C): -0.546, atom 18 (C): -0.089, atom 19 (C): -0.030, atom 20 (C): -0.044, atom 21 (C): -0.530, atom 22 (C): -0.076, atom 23 (C): -0.045, atom 24 (C): -0.043, atom 25 (C): -0.261, atom 26 (O): -0.249, atom 27 (C): -0.069, atom 28 (C): 0.018, atom 29 (C): -0.544, atom 30 (C): -0.033, atom 31 (C): -0.038, atom 32 (C): -0.088, atom 33 (H): 0.088, atom 34 (H): 0.085, atom 35 (H): 0.072, atom 36 (H): 0.084, atom 37 (H): 0.091, atom 38 (H): 0.064, atom 39 (H): 0.084, atom 40 (H): 0.067, atom 41 (H): 0.098, atom 42 (H): 0.085, atom 43 (H): 0.086, atom 44 (H): 0.075, atom 45 (H): 0.092, atom 46 (H): 0.090, atom 47 (H): 0.083, atom 48 (H): 0.090, atom 49 (H): 0.084, atom 50 (H): 0.089, atom 51 (H): 0.090, atom 52 (H): 0.023, atom 53 (H): 0.088, atom 54 (H): 0.084, atom 55 (H): 0.078, atom 56 (H): 0.081, atom 57 (H): 0.092, atom 58 (H): 0.084, atom 59 (H): 0.059, atom 60 (H): 0.088, atom 61 (H): 0.077, atom 62 (H): 0.082, atom 63 (H): 0.084, atom 64 (H): 0.063, atom 65 (H): 0.097, atom 66 (H): 0.078, atom 67 (H): 0.079, atom 68 (H): 0.074, atom 69 (H): 0.095, atom 70 (H): 0.091, atom 71 (H): 0.083, atom 72 (H): 0.088, atom 73 (N): -0.054, atom 74 (C): -0.162, atom 75 (C): -0.565, atom 76 (O): 0.023, atom 77 (N): -0.110, atom 78 (C): -0.145, atom 79 (C): -0.601, atom 80 (O): 0.044, atom 81 (O): -0.153, atom 82 (H): 0.080, atom 83 (H): 0.030, atom 84 (H): 0.120, atom 85 (H): 0.117, atom 86 (H): 0.130, atom 87 (H): 0.129, atom 88 (S): 0.052, atom 89 (S): -0.097, atom 90 (S): -0.134, atom 91 (S): 0.005


Molecular formula: C3H15N2O2
Method: DFT, ωB97M-V/def2-TZVPD

The geometry in XYZ format:
```
22
Properties=species:S:1:pos:R:3:forces:R:3
C 0.1510 0.3595 -0.5315 -0.5 -1.0 -2.5
C 0.8986 0.0242 -1.7951 -0.4 -0.1 0.8
C 0.1296 1.3256 -1.8818 2.4 0.3 0.3
N 2.5535 1.9768 -0.3444 0.7 0.6 0.6
N 3.8529 -0.1292 0.7973 -0.5 -0.3 0.8
H -0.8671 0.0228 -0.4225 0.0 -0.4 0.3
H 0.7708 0.4356 0.3534 -0.2 1.0 -0.1
H 1.9600 0.1323 -1.6196 0.0 0.1 -0.4
H 0.6359 -0.7050 -2.5542 -0.4 -0.2 0.4
H 0.8188 2.1624 -1.9542 -0.1 0.1 -0.1
H -0.6892 1.4176 -2.5916 -0.6 -0.1 1.0
H 3.4220 0.7518 0.4874 -0.4 -0.7 -0.2
H 2.2102 2.8430 0.0982 -0.3 -0.1 0.3
H 3.4995 2.2792 -0.6380 -0.2 0.1 -0.8
H 4.1270 -0.1301 1.7699 0.2 0.1 0.0
H 4.4532 -0.6911 0.2136 0.2 0.5 -0.3
H -3.8348 -1.7537 0.8285 0.2 0.2 0.0
H -4.2873 -1.6941 -0.6385 0.0 0.0 0.0
O -3.6220 -1.3591 -0.0305 0.0 -0.1 -0.1
H -2.7647 -1.5167 3.3774 0.0 0.0 0.0
H -4.0162 -2.3909 3.2862 0.0 0.0 0.1
O -3.5260 -1.7048 2.8230 -0.1 -0.1 0.0
```
Positions in Å, forces in eV/Å.

Values from the calculation:
Charge: +1
Lowest unoccupied orbital energy: -9.61 eV
ΔE to the lowest compared entry with this formula, charge and spin: 213.6 kcal/mol
E_HOMO: -13.2 eV
Orbital gap: 3.540 eV
Energy: -10414.763 eV

Löwdin charges, unit e, in atom order: atom 1 (C): -0.036, atom 2 (C): -0.183, atom 3 (C): -0.027, atom 4 (N): 0.257, atom 5 (N): 0.180, atom 6 (H): 0.090, atom 7 (H): 0.079, atom 8 (H): 0.073, atom 9 (H): 0.122, atom 10 (H): 0.069, atom 11 (H): 0.120, atom 12 (H): -0.038, atom 13 (H): 0.082, atom 14 (H): 0.074, atom 15 (H): 0.064, atom 16 (H): 0.067, atom 17 (H): -0.006, atom 18 (H): 0.032, atom 19 (O): -0.078, atom 20 (H): 0.048, atom 21 (H): 0.054, atom 22 (O): -0.042


Molecular formula: C25H27NO5
Method: DFT, ωB97M-V/def2-TZVPD

The geometry in XYZ format:
```
58
Properties=species:S:1:pos:R:3:forces:R:3
C 4.6566 -1.0057 -3.3856 0.2 0.1 -0.3
C 3.2897 -1.4628 -2.9500 -0.1 0.3 0.2
O 2.4904 -0.2690 -2.7327 0.1 -0.8 -0.1
C 1.3431 -0.4806 -2.0504 -0.3 -0.1 0.8
C 0.5524 0.7664 -1.8796 0.0 0.1 -1.2
C 1.3099 2.0251 -1.7999 0.2 -0.8 0.8
C 0.9090 3.1614 -2.7074 0.0 0.6 0.2
O 2.2527 2.1067 -1.0029 -0.6 0.4 -0.7
C -0.8120 0.7615 -2.3933 1.3 0.3 0.9
O -1.6239 1.6791 -2.2655 0.0 -0.5 -0.2
O -1.1567 -0.4590 -2.8646 -1.2 0.4 -0.1
C -2.5864 -0.6097 -3.0221 0.3 -0.1 -0.1
C -2.8045 -2.0360 -3.4352 -0.2 -0.3 -0.1
O 1.0376 -1.5802 -1.6137 0.3 0.5 -0.6
H 5.3516 -1.8481 -3.3769 0.0 0.0 0.0
H 4.6277 -0.6066 -4.4048 0.0 0.0 0.2
H 5.0452 -0.2348 -2.7153 -0.1 -0.1 0.0
H 2.8092 -2.0729 -3.7272 0.0 0.1 0.3
H 3.3437 -2.0370 -2.0179 -0.1 0.1 -0.2
H -0.1698 3.3542 -2.6233 0.4 -0.1 -0.1
H 1.4790 4.0536 -2.4333 -0.1 -0.1 0.0
H 1.1308 2.9142 -3.7558 -0.1 -0.1 0.3
H -3.0799 -0.3941 -2.0608 0.1 0.1 -0.3
H -2.9491 0.0936 -3.7852 0.1 -0.1 0.3
H -3.8716 -2.2147 -3.5800 0.0 0.0 0.0
H -2.2877 -2.2495 -4.3757 -0.1 0.0 0.2
H -2.4401 -2.7298 -2.6707 0.0 0.1 -0.1
C -0.4907 4.3782 2.3387 0.1 0.4 -0.3
N -0.4804 2.9285 2.2799 0.0 -0.6 -1.2
C -0.5130 2.2039 1.1341 0.0 0.0 1.0
C -0.5038 0.8181 1.4370 0.1 0.3 0.3
C -0.5348 -0.2067 0.4914 -1.7 0.2 0.4
C -0.4550 -1.6070 0.8505 0.4 -1.1 0.4
C 0.5369 -2.0940 1.7352 -0.3 0.1 -0.4
C 0.5647 -3.4362 2.1094 -0.1 0.1 -0.1
C -0.4174 -4.3192 1.6412 0.1 0.4 -0.2
C -1.3949 -3.8598 0.7484 0.0 0.1 0.1
C -1.4097 -2.5275 0.3506 0.3 0.6 0.0
C -0.5718 0.7410 2.9119 0.3 0.7 0.0
C -0.8520 -0.2636 3.8293 0.1 -0.1 0.7
C -0.9103 0.0490 5.1994 -0.1 0.0 -0.5
C -0.7654 1.3682 5.6534 0.2 0.3 -0.5
C -0.5831 2.4138 4.7329 0.0 -0.4 0.3
C -0.4961 2.0727 3.3894 -0.4 -0.4 -0.1
H -0.3524 4.6948 3.3738 0.0 0.0 -0.3
H 0.3210 4.7803 1.7172 -0.2 -0.1 0.3
H -1.4413 4.7815 1.9629 0.2 -0.2 0.2
H -0.5566 2.6706 0.1545 0.2 -0.1 0.2
H -1.0149 0.0145 -0.4481 0.2 -0.1 0.3
H 1.2798 -1.3888 2.1137 -0.1 -0.3 -0.1
H 1.3557 -3.7898 2.7724 -0.3 0.1 -0.2
H -0.4141 -5.3621 1.9600 0.0 0.3 -0.1
H -2.1463 -4.5445 0.3497 0.2 0.2 0.2
H -2.1828 -2.1489 -0.3234 0.3 -0.2 0.1
H -1.0340 -1.2771 3.4792 0.1 0.2 0.3
H -1.0765 -0.7512 5.9238 0.0 0.3 -0.3
H -0.8051 1.5825 6.7218 0.0 0.0 -0.3
H -0.5026 3.4536 5.0396 -0.1 -0.3 0.1
```
Positions in Å, forces in eV/Å.

Values from the calculation:
Lowest unoccupied orbital energy: -1.63 eV
E_HOMO: -7.1 eV
Orbital gap: 5.446 eV
Energy: -38088.933 eV

Löwdin charges, unit e, in atom order: atom 1 (C): -0.078, atom 2 (C): -0.217, atom 3 (O): -0.002, atom 4 (C): -0.437, atom 5 (C): -0.062, atom 6 (C): -0.441, atom 7 (C): -0.013, atom 8 (O): 0.030, atom 9 (C): -0.519, atom 10 (O): 0.034, atom 11 (O): -0.017, atom 12 (C): -0.231, atom 13 (C): -0.073, atom 14 (O): 0.077, atom 15 (H): 0.074, atom 16 (H): 0.076, atom 17 (H): 0.082, atom 18 (H): 0.128, atom 19 (H): 0.120, atom 20 (H): 0.071, atom 21 (H): 0.078, atom 22 (H): 0.097, atom 23 (H): 0.121, atom 24 (H): 0.127, atom 25 (H): 0.078, atom 26 (H): 0.084, atom 27 (H): 0.067, atom 28 (C): 0.008, atom 29 (N): -0.059, atom 30 (C): 0.091, atom 31 (C): -0.087, atom 32 (C): 0.115, atom 33 (C): -0.206, atom 34 (C): -0.034, atom 35 (C): -0.066, atom 36 (C): -0.064, atom 37 (C): -0.064, atom 38 (C): -0.001, atom 39 (C): -0.089, atom 40 (C): -0.012, atom 41 (C): -0.070, atom 42 (C): -0.077, atom 43 (C): -0.008, atom 44 (C): -0.156, atom 45 (H): 0.080, atom 46 (H): 0.107, atom 47 (H): 0.106, atom 48 (H): 0.151, atom 49 (H): 0.094, atom 50 (H): 0.133, atom 51 (H): 0.108, atom 52 (H): 0.106, atom 53 (H): 0.108, atom 54 (H): 0.112, atom 55 (H): 0.107, atom 56 (H): 0.105, atom 57 (H): 0.105, atom 58 (H): 0.102


Molecular formula: C3H3LuO2
Method: DFT, ωB97M-V/def2-TZVPD

The geometry in XYZ format:
```
9
Properties=species:S:1:pos:R:3:forces:R:3
O -1.0268 0.6556 0.2543 2.9 3.6 0.0
C 0.1582 -1.6149 0.2281 -3.5 -0.9 -0.5
C -2.1516 -0.1917 -0.1282 -1.3 -1.2 0.0
C -0.9258 -0.8616 0.1599 0.4 -2.0 -0.1
H 1.8412 -1.5218 -0.2389 -0.1 1.7 1.4
H -2.4688 -0.0593 -1.1669 0.2 0.0 0.3
H -2.9581 -0.1657 0.6097 0.3 0.1 -0.1
O 1.3179 -0.7951 0.2891 3.2 -0.1 -1.2
Lu 1.0069 1.2571 0.0644 -2.1 -1.0 0.3
```
Positions in Å, forces in eV/Å.

Values from the calculation:
Charge: +2
Lowest unoccupied orbital energy: -12.22 eV
ΔE to the lowest compared entry with this formula, charge and spin: 123.6 kcal/mol
E_HOMO: -17.1 eV
Orbital gap: 4.852 eV
Energy: -40849.541 eV

Löwdin charges, unit e, in atom order: atom 1 (O): -0.304, atom 2 (C): -0.060, atom 3 (C): 0.019, atom 4 (C): -0.208, atom 5 (H): 0.209, atom 6 (H): 0.157, atom 7 (H): 0.160, atom 8 (O): -0.291, atom 9 (Lu): 2.316


What is the formula in the fifth record? C3H3LuO2